# 1
The following is a DFT calculation (ωB97M-V/def2-TZVPD) of a structure of composition C6H10O at a distorted geometry.

Values from the calculation:
ΔE to the lowest compared entry with this formula, charge and spin = 164.5 kcal/mol
HOMO energy = -6.73 eV
LUMO level = 0.33 eV
Net charge = 0
HOMO-LUMO gap = 7.067 eV

```
17
C6H10O (ωB97M-V/def2-TZVPD)
O -1.184 -0.908 1.777
C -0.754 1.909 0.424
C -0.817 -1.017 0.478
C 1.419 0.741 -0.042
C 2.214 0.330 -1.035
C -0.260 0.797 -0.215
C -1.122 -2.008 -0.358
H -0.772 -1.976 -1.381
H -1.552 2.457 -0.054
H -0.488 0.591 -1.250
H 1.739 1.353 0.787
H 3.271 0.561 -1.048
H 1.835 -0.256 -1.863
H -1.711 -2.871 -0.057
H -0.522 2.127 1.455
H 0.471 -0.191 0.348
H -1.767 -1.638 2.034
```



# 2
The following is a DFT calculation (ωB97M-V/def2-TZVPD) of a structure of composition CH5N3OS at a distorted geometry.

Values from the calculation:
ΔE to the lowest compared entry with this formula, charge and spin = 111.3 kcal/mol
HOMO energy = -8.25 eV
LUMO level = 0.04 eV
Net charge = 0
HOMO-LUMO gap = 8.285 eV

```
11
CH5N3OS (ωB97M-V/def2-TZVPD)
S 1.748 1.629 0.187
O 0.768 0.237 2.488
N 0.023 -0.026 -1.055
N 0.226 -0.054 1.241
N -1.384 -0.697 -1.051
C 0.515 0.473 -0.004
H 1.316 0.954 2.299
H 0.325 0.285 -2.027
H -0.108 -1.358 1.354
H -1.365 -1.487 -1.981
H -2.063 0.043 -1.451
```



# 3
The following is a DFT calculation (ωB97M-V/def2-TZVPD) of a cluster of 2 separate species, C3H10N2S in total at a distorted geometry.

Values from the calculation:
ΔE to the lowest compared entry with this formula, charge and spin = 136.5 kcal/mol
HOMO energy (alpha / beta) = -13.06 / -12.66 eV
2S+1 = 2
LUMO level (alpha / beta) = -6.69 / -8.66 eV
Net charge = +1
HOMO-LUMO gap (alpha / beta) = 6.369 / 4.004 eV

```
16
C3H10N2S (ωB97M-V/def2-TZVPD)
S 0.214 0.288 -2.487
N -0.656 0.546 1.400
N -0.107 -1.372 2.554
C 0.397 -0.128 2.086
C -0.777 0.180 0.055
C 0.097 1.071 -0.899
H -0.364 2.053 -0.978
H -0.563 -0.885 -0.136
H 0.206 -1.800 3.421
H -1.816 0.354 -0.233
H 0.763 0.107 -5.783
H 1.067 1.244 -0.425
H 1.319 -0.241 1.481
H 0.465 -0.173 -5.159
H -0.977 -1.676 2.128
H 0.733 0.433 2.977
```



# 4
The following is a DFT calculation (ωB97M-V/def2-TZVPD) of a structure of composition NO3S2 at a distorted geometry.

Values from the calculation:
ΔE to the lowest compared entry with this formula, charge and spin = 11.0 kcal/mol
HOMO energy = -4.24 eV
LUMO level = 3.85 eV
Net charge = -1
HOMO-LUMO gap = 8.083 eV

```
6
NO3S2 (ωB97M-V/def2-TZVPD)
S -0.488 0.702 1.161
S 0.147 -0.270 -1.401
O -0.049 0.103 2.369
O 0.530 -1.276 -2.384
O 0.538 1.391 0.396
N -0.678 -0.651 -0.142
```



# 5
The following is a DFT calculation (ωB97M-V/def2-TZVPD) of a cluster of 6 separate species, C19H31NO26S7 in total at a distorted geometry.

Values from the calculation:
SMILES = C#CC[C@]1(N=C=S)OS(=O)(=O)O[C@H]1OC[C@@H](C)O.O=S1(=O)OCCO1.O=S1(=O)OCCO1.O=S1(=O)OCCO1.O=S1(=O)OCCO1.O=S1(=O)OCCO1
HOMO energy = -9.93 eV
LUMO level = -1.10 eV
Net charge = 0
HOMO-LUMO gap = 8.829 eV

```
84
C19H31NO26S7 (ωB97M-V/def2-TZVPD)
S 1.656 7.699 0.209
S 3.847 -0.898 -2.654
S 2.225 -5.083 -3.896
S -1.487 -2.679 1.641
S -4.174 -3.442 5.910
S 0.868 1.568 -5.318
S 3.823 -3.626 2.547
O 1.258 1.954 -6.725
O -3.928 -4.205 7.322
O 3.003 7.222 0.982
O -1.885 -3.869 2.671
O 0.747 -4.765 -4.488
O -2.683 -2.240 0.979
O 0.680 6.654 0.314
O 1.242 8.897 1.225
O -3.441 -2.213 5.924
O -1.078 -1.566 2.748
O 4.972 -4.436 2.836
O -3.765 2.698 -1.542
O 2.097 1.379 -4.170
O 2.651 -6.352 -4.411
O 4.300 -2.375 1.627
O 2.944 -3.130 3.566
O 2.234 -4.768 -2.496
O -4.066 -4.408 4.856
O 3.028 -3.914 -4.689
O -0.053 0.358 -5.409
O -5.747 -3.101 6.124
O -1.106 1.898 -2.808
O 2.935 -4.390 1.424
O -0.303 -3.067 0.931
O 0.227 2.974 -4.644
O 2.039 8.286 -1.042
N 1.727 1.022 -1.760
C -3.674 2.162 -2.911
C -2.234 2.393 -3.590
C 2.518 3.761 -1.202
C -4.154 0.626 -2.832
C -5.072 -4.040 8.160
C 4.042 -2.681 0.256
C 1.543 1.952 -2.912
C -6.249 -3.883 7.208
C 2.150 4.155 -0.008
C 2.587 0.066 -2.086
C -1.564 -1.980 4.025
C 2.541 3.246 -2.731
C 0.778 -3.536 -5.216
C -1.504 -3.502 3.998
C 2.068 8.845 2.388
C 2.796 -3.552 0.274
C 3.380 8.227 1.923
C 0.091 2.590 -3.220
C 2.201 -3.413 -5.740
H 1.870 4.502 1.048
H -7.101 -3.388 7.677
H 3.618 2.917 -3.005
H -5.289 0.550 -3.091
H -2.591 -1.627 4.123
H 0.090 3.533 -2.531
H -5.188 -4.901 8.820
H 3.948 7.791 2.746
H 2.703 -4.156 -0.630
H -4.071 0.260 -1.729
H -6.566 -4.851 6.808
H 4.903 -3.231 -0.136
H 2.468 -2.384 -5.983
H -3.724 3.683 -1.559
H -2.181 -3.971 4.733
H -4.446 2.708 -3.598
H -2.172 1.877 -4.630
H -3.553 -0.106 -3.480
H 0.042 -3.552 -6.021
H -4.928 -3.138 8.762
H 2.354 -4.045 -6.620
H 1.893 -2.947 0.400
H 2.273 4.115 -3.437
H 1.574 8.211 3.129
H 4.000 8.963 1.402
H 0.541 -2.724 -4.523
H 3.901 -1.769 -0.324
H -0.484 -3.858 4.171
H 2.207 9.845 2.801
H -2.114 3.549 -3.718
H -0.957 -1.554 4.825
```



# 6
The following is a DFT calculation (ωB97M-V/def2-TZVPD) of the molecule C2H2Cl3NO2 at a distorted geometry.

Values from the calculation:
ΔE to the lowest compared entry with this formula, charge and spin = 82.7 kcal/mol
SMILES = O=[N+]([O-])[C@@H](Cl)C(Cl)Cl
HOMO energy = -10.98 eV
LUMO level = 0.12 eV
Net charge = 0
HOMO-LUMO gap = 11.097 eV

```
10
C2H2Cl3NO2 (ωB97M-V/def2-TZVPD)
Cl 2.628 0.475 0.116
Cl 1.056 -1.918 0.046
Cl -0.393 2.042 -0.086
O -1.575 -0.443 1.114
O -2.218 -0.450 -0.958
N -1.446 -0.227 -0.064
C 0.012 0.474 -0.498
C 1.081 -0.132 0.445
H 0.699 -0.112 1.525
H 0.156 0.291 -1.641
```



> Which of these has the highest net charge?

C3H10N2S